This record from the OMol25 dataset describes a single C5H10O molecule. The level of theory is ωB97M-V with the def2-TZVPD basis set.

Values from the calculation:
Structure (SMILES): C[C@@H]1CCOC1
E_LUMO (eV): 1.14
HOMO (eV): -9.7774
Kohn-Sham gap (eV): 10.9

ORCA input file:
```
! RIJCOSX wB97M-V def2-TZVPD def2/J DEFGRID3
* xyz 0 1
C -0.041 -0.888 2.014
C -0.375 -0.459 0.612
C 0.520 -0.980 -0.530
C 0.512 0.256 -1.699
C -0.290 1.028 0.392
H 1.057 -0.701 2.211
H -0.577 -0.454 2.775
H -0.085 -1.988 2.129
H -1.401 -0.762 0.436
H 1.612 -1.149 -0.148
H 0.230 -1.904 -1.081
H 0.057 -0.074 -2.741
H 1.630 0.774 -1.808
H 0.760 1.429 0.773
H -1.116 1.537 0.910
O -0.515 1.194 -1.023
*
```

These are the natural (NBO) partial charges, in e, on atoms 1 to 8:
1. C -0.596
2. C -0.275
3. C -0.422
4. C -0.093
5. C -0.058
6. H 0.197
7. H 0.212
8. H 0.213

This record from the OMol25 dataset describes a molecular structure, C5H10O. The level of theory is ωB97M-V with the def2-TZVPD basis set.

Values from the calculation:
E_LUMO (eV): 0.56
HOMO (eV): -8.0093
Kohn-Sham gap (eV): 8.6

ORCA input file:
```
! RIJCOSX wB97M-V def2-TZVPD def2/J DEFGRID3
* xyz 0 1
C 0.067 0.178 0.535
C 0.245 -2.241 1.024
C 1.453 0.453 0.015
C -1.251 1.418 -0.409
C -1.459 1.402 -1.705
O -0.636 -0.804 0.089
H -0.067 0.452 1.595
H -1.680 2.106 0.310
H 0.522 -1.967 2.040
H -0.609 -2.905 0.983
H 1.085 -2.498 0.388
H 1.619 1.531 0.009
H 2.197 -0.005 0.670
H 1.562 0.070 -0.997
H -2.035 2.173 -2.215
H -1.015 0.635 -2.331
*
```

These are the natural (NBO) partial charges, in e, on atoms 1 to 8:
1. C 0.226
2. C -0.325
3. C -0.685
4. C -0.181
5. C -0.470
6. O -0.533
7. H 0.143
8. H 0.175

This record from the OMol25 dataset describes 2 unconnected molecules or ions with the total composition C5H10O. The level of theory is ωB97M-V with the def2-TZVPD basis set.

Values from the calculation:
Structure (SMILES): C1=CCOC1.C
E_LUMO (eV): 1.00
HOMO (eV): -8.3863
Kohn-Sham gap (eV): 9.4

ORCA input file:
```
! RIJCOSX wB97M-V def2-TZVPD def2/J DEFGRID3
* xyz 0 1
C -1.168 -0.306 1.665
C 0.322 -0.891 -0.152
C -0.287 -0.450 -1.253
C 0.283 0.905 -1.595
O 1.026 1.286 -0.443
C 1.356 0.114 0.270
H -2.151 -0.756 1.730
H -0.484 -0.881 2.324
H -1.129 0.736 1.969
H 0.239 -1.862 0.325
H -0.983 -1.024 -1.849
H -1.016 -0.265 0.540
H -0.424 1.715 -1.809
H 0.947 0.792 -2.468
H 2.295 -0.340 -0.079
H 1.464 0.377 1.330
*
```

These are the natural (NBO) partial charges, in e, on atoms 1 to 8:
1. C -0.897
2. C -0.170
3. C -0.302
4. C -0.090
5. O -0.518
6. C -0.104
7. H 0.211
8. H 0.207

This record from the OMol25 dataset describes a molecular structure, C5H10O. The level of theory is ωB97M-V with the def2-TZVPD basis set.

Values from the calculation:
E_LUMO (eV): 1.04
HOMO (eV): -8.4753
Kohn-Sham gap (eV): 9.5

ORCA input file:
```
! RIJCOSX wB97M-V def2-TZVPD def2/J DEFGRID3
* xyz 0 1
C 0.874 -1.311 -0.226
C -0.194 -0.356 0.246
C -0.799 -0.748 1.555
C 0.053 1.109 0.033
C -0.880 1.041 -0.932
O -1.242 -0.257 -0.820
H 0.463 -2.320 -0.301
H 1.708 -1.326 0.483
H 1.246 -1.009 -1.206
H -1.178 -1.768 1.502
H -1.619 -0.075 1.800
H -0.033 -0.701 2.336
H 1.342 1.731 -1.451
H 0.287 1.871 0.756
H -1.283 1.618 -1.757
H 1.257 2.502 -2.019
*
```

These are the natural (NBO) partial charges, in e, on atoms 1 to 8:
1. C -0.618
2. C 0.240
3. C -0.622
4. C -0.398
5. C 0.193
6. O -0.497
7. H 0.217
8. H 0.216

This record from the OMol25 dataset describes 2 unconnected molecules or ions with the total composition C5H10O. The level of theory is ωB97M-V with the def2-TZVPD basis set.

Values from the calculation:
Structure (SMILES): C=CCC=O.C
E_LUMO (eV): 0.92
HOMO (eV): -9.7625
Kohn-Sham gap (eV): 10.7

ORCA input file:
```
! RIJCOSX wB97M-V def2-TZVPD def2/J DEFGRID3
* xyz 0 1
C -0.936 -1.589 -0.777
C 0.117 -0.777 -0.808
C -1.529 1.991 0.478
C 0.969 -0.440 0.359
C 2.409 -0.766 0.136
O 2.881 -1.138 -0.904
H -1.582 0.949 -0.027
H -1.274 -2.021 0.151
H -1.484 -1.854 -1.676
H 0.470 -0.405 -1.761
H -0.762 2.689 0.105
H -2.499 2.440 0.314
H -1.390 1.841 1.551
H 0.943 0.630 0.566
H 0.627 -0.941 1.272
H 3.039 -0.610 1.023
*
```

These are the natural (NBO) partial charges, in e, on atoms 1 to 8:
1. C -0.391
2. C -0.165
3. C -0.875
4. C -0.563
5. C 0.453
6. O -0.513
7. H 0.231
8. H 0.187

This record from the OMol25 dataset describes a molecular structure, C5H10O. The level of theory is ωB97M-V with the def2-TZVPD basis set.

Values from the calculation:
E_LUMO (eV): 0.85
HOMO (eV): -8.3862
Kohn-Sham gap (eV): 9.2

ORCA input file:
```
! RIJCOSX wB97M-V def2-TZVPD def2/J DEFGRID3
* xyz 0 1
C 1.850 0.162 0.499
C 0.637 0.621 -0.290
C -0.130 -0.568 -1.028
C -1.529 -0.390 -0.501
C -1.461 -0.272 0.906
O -0.318 1.269 0.537
H 2.345 1.012 0.979
H 2.569 -0.333 -0.165
H 1.571 -0.554 1.281
H 0.955 1.352 -1.044
H -0.064 -0.479 -2.117
H 0.328 -1.526 -0.742
H -2.448 -0.566 -1.048
H -1.290 0.939 -0.249
H -0.692 -0.751 1.511
H -2.322 0.085 1.470
*
```

These are the natural (NBO) partial charges, in e, on atoms 1 to 8:
1. C -0.626
2. C 0.075
3. C -0.452
4. C -0.572
5. C -0.068
6. O -0.681
7. H 0.220
8. H 0.209

This record from the OMol25 dataset describes a single C5H10O molecule. The level of theory is ωB97M-V with the def2-TZVPD basis set.

Values from the calculation:
Structure (SMILES): C[C@@H](O)C1CC1
E_LUMO (eV): 1.07
HOMO (eV): -10.0849
Kohn-Sham gap (eV): 11.2

ORCA input file:
```
! RIJCOSX wB97M-V def2-TZVPD def2/J DEFGRID3
* xyz 0 1
C -1.892 -0.425 0.515
C -0.758 0.389 -0.084
O -1.225 1.733 -0.130
C 0.529 0.311 0.737
C 1.264 -0.963 1.056
C 1.875 0.039 0.119
H -2.043 -0.137 1.561
H -1.674 -1.498 0.475
H -2.818 -0.227 -0.034
H -0.570 0.054 -1.121
H -0.493 2.267 -0.460
H 0.536 1.029 1.558
H 1.692 -1.051 2.053
H 0.915 -1.909 0.650
H 1.906 -0.228 -0.935
H 2.736 0.613 0.455
*
```

These are the natural (NBO) partial charges, in e, on atoms 1 to 8:
1. C -0.618
2. C 0.101
3. O -0.717
4. C -0.260
5. C -0.419
6. C -0.422
7. H 0.211
8. H 0.208

This record from the OMol25 dataset describes a single C5H10O molecule. The level of theory is ωB97M-V with the def2-TZVPD basis set.

Values from the calculation:
Structure (SMILES): C[C@H]1C[C@]1(C)O
E_LUMO (eV): 1.02
HOMO (eV): -9.4900
Kohn-Sham gap (eV): 10.5

ORCA input file:
```
! RIJCOSX wB97M-V def2-TZVPD def2/J DEFGRID3
* xyz 0 1
C 1.413 -0.348 1.075
C 0.952 -0.005 -0.327
C 0.097 -1.026 -1.040
C -0.492 0.282 -0.561
C -1.341 0.570 0.659
O -0.723 1.209 -1.597
H 2.436 -0.733 1.052
H 1.388 0.510 1.757
H 0.784 -1.134 1.512
H 1.623 0.609 -0.921
H 0.220 -1.093 -2.117
H -0.074 -1.978 -0.542
H -2.333 0.935 0.376
H -0.847 1.385 1.202
H -1.458 -0.275 1.343
H -1.645 1.094 -1.869
*
```

These are the natural (NBO) partial charges, in e, on atoms 1 to 8:
1. C -0.609
2. C -0.243
3. C -0.444
4. C 0.230
5. C -0.629
6. O -0.704
7. H 0.218
8. H 0.209

What is the Kohn-Sham gap in the third record?
9.4 eV

The lowest HOMO belongs to which entry?
number 7

What did the seventh record say?
This record from the OMol25 dataset describes a single C5H10O molecule. The level of theory is ωB97M-V with the def2-TZVPD basis set.

Values from the calculation:
Structure (SMILES): C[C@@H](O)C1CC1
E_LUMO (eV): 1.07
HOMO (eV): -10.0849
Kohn-Sham gap (eV): 11.2

ORCA input file:
```
! RIJCOSX wB97M-V def2-TZVPD def2/J DEFGRID3
* xyz 0 1
C -1.892 -0.425 0.515
C -0.758 0.389 -0.084
O -1.225 1.733 -0.130
C 0.529 0.311 0.737
C 1.264 -0.963 1.056
C 1.875 0.039 0.119
H -2.043 -0.137 1.561
H -1.674 -1.498 0.475
H -2.818 -0.227 -0.034
H -0.570 0.054 -1.121
H -0.493 2.267 -0.460
H 0.536 1.029 1.558
H 1.692 -1.051 2.053
H 0.915 -1.909 0.650
H 1.906 -0.228 -0.935
H 2.736 0.613 0.455
*
```

These are the natural (NBO) partial charges, in e, on atoms 1 to 8:
1. C -0.618
2. C 0.101
3. O -0.717
4. C -0.260
5. C -0.419
6. C -0.422
7. H 0.211
8. H 0.208

Number 3 is which compound?
C5H10O